Record 1
DFT (wB97M-V/def2-TZVPD) results for a cluster of 2 separate species, C28H30BrF12N3O6S in total in a non-equilibrium geometry.

The frontier orbital gap comes out at 3.181 eV. The total charge is 0. For the lowest unoccupied orbital energy, the calculation gives -2.885 eV.

Last column: Löwdin charge in e.
Positions of all 81 atoms, in Å:
C: -7.65 4.57 1.32  -0.06
C: -6.12 4.48 1.56  -0.19
O: -5.89 3.32 2.43  -0.04
C: -5.44 2.26 1.67  -0.47
O: -6.12 1.79 0.79  0.13
C: -4.04 1.77 1.99  -0.08
C: -3.08 1.88 0.77  -0.12
C: -2.80 0.50 0.10  -0.07
N: -1.35 0.17 0.08  -0.02
N: -1.04 -0.64 1.07  0.19
C: 0.22 -0.98 1.05  -0.17
S: 0.69 -2.12 2.41  0.79
O: 1.78 -1.62 3.18  -0.20
O: 0.89 -3.39 1.80  -0.23
C: -0.74 -2.32 3.56  -0.45
F: -0.81 -1.20 4.29  0.12
F: -1.91 -2.54 2.94  0.13
C: -0.50 -3.50 4.58  -0.37
F: -0.78 -3.08 5.82  0.17
F: 0.78 -3.91 4.61  0.16
C: -1.39 -4.77 4.33  -0.55
F: -1.31 -5.22 3.09  0.20
F: -2.63 -4.54 4.74  0.19
F: -0.90 -5.73 5.12  0.18
C: 1.23 -0.62 0.14  -0.05
C: 2.62 -1.14 0.25  -0.11
C: 3.62 -0.26 1.08  -0.14
C: 4.67 -1.20 1.73  -0.18
C: 6.04 -1.01 1.04  -0.21
C: 6.56 -2.34 0.55  -0.40
N: 6.70 -3.36 1.62  -0.02
C: 0.83 0.28 -0.88  -0.02
C: 1.87 0.71 -1.90  0.01
C: 2.85 1.69 -1.21  -0.45
O: 3.91 1.95 -1.71  0.17
O: 2.47 2.32 -0.02  0.07
C: -0.54 0.65 -0.84  0.00
C: -0.94 1.63 -1.96  -0.39
F: -2.18 2.18 -1.87  0.11
F: -0.10 2.70 -1.97  0.13
C: -0.90 0.88 -3.29  -0.14
C: -1.32 -0.43 -3.39  -0.01
C: -1.25 -1.08 -4.59  -0.03
C: -0.77 -0.44 -5.70  0.01
C: -0.35 0.87 -5.62  -0.09
C: 0.15 1.54 -6.88  -0.58
F: -0.91 1.71 -7.71  0.14
F: 0.65 2.75 -6.66  0.16
F: 1.03 0.79 -7.54  0.18
C: -0.41 1.51 -4.42  0.04
H: -7.90 3.93 0.47  0.07
H: -7.98 5.60 1.19  0.08
H: -8.12 4.13 2.20  0.08
H: -5.74 5.33 2.11  0.12
H: -5.60 4.32 0.61  0.12
H: -4.14 0.74 2.34  0.12
H: -3.63 2.32 2.85  0.12
H: -2.16 2.38 1.08  0.12
H: -3.59 2.47 0.01  0.11
H: -3.35 -0.24 0.68  0.13
H: -3.23 0.44 -0.90  0.13
H: 2.69 -2.17 0.61  0.11
H: 3.02 -1.16 -0.78  0.09
H: 3.07 0.27 1.87  0.11
H: 4.18 0.43 0.45  0.09
H: 4.41 -2.26 1.63  0.10
H: 4.77 -0.94 2.79  0.11
H: 6.73 -0.57 1.78  0.10
H: 5.98 -0.34 0.17  0.10
H: 7.55 -2.22 0.09  0.10
H: 5.87 -2.68 -0.28  -0.12
H: 7.50 -3.08 2.18  0.05
H: 7.01 -4.21 1.15  0.06
H: 1.48 1.26 -2.75  0.12
H: 2.43 -0.16 -2.26  0.15
H: 1.88 3.05 -0.29  0.12
H: -1.69 -0.97 -2.52  0.13
H: -1.60 -2.11 -4.65  0.12
H: -0.71 -1.00 -6.63  0.14
H: -0.06 2.53 -4.32  0.15
Br: 5.51 -2.56 -2.42  -0.45



Record 2
DFT (wB97M-V/def2-TZVPD) results for a structure of composition C28H30MnN5O2S2SbSe in a non-equilibrium geometry.

The frontier orbital gap (spin up / spin down) comes out at 6.158 / 7.727 eV. The total charge is +1. For the lowest unoccupied orbital energy (spin up / spin down), the calculation gives -4.236 / -2.862 eV. As for the spin multiplicity: 5.

Last column: Löwdin spin population.
Positions of all 70 atoms, in Å:
Mn: -1.00 0.05 1.35  3.92
N: 0.26 0.70 5.40  0.00
C: 1.47 0.10 4.80  0.00
C: 1.10 -0.16 3.30  0.01
O: 1.78 -0.84 2.57  0.00
O: 0.02 0.45 2.99  0.02
H: -0.27 0.03 5.96  0.00
H: -0.30 0.91 4.49  0.00
H: 0.44 1.54 5.95  0.00
H: 1.78 -0.83 5.27  0.00
H: 2.31 0.80 4.82  0.00
C: -4.79 1.92 -0.99  0.00
N: -3.62 1.84 -0.14  0.00
C: -3.16 2.81 0.62  0.01
N: -3.79 3.98 0.71  0.01
S: -1.72 2.59 1.49  0.06
H: -4.80 1.04 -1.63  0.00
H: -4.75 2.80 -1.63  0.00
H: -5.71 1.93 -0.40  0.00
H: -3.12 0.96 -0.10  0.00
H: -4.68 4.14 0.28  0.00
H: -3.41 4.69 1.32  0.00
Se: -2.78 -0.80 2.90  -0.15
C: -2.67 -2.53 2.07  0.00
C: -3.79 -3.23 1.65  -0.01
C: -3.59 -4.45 1.01  0.00
N: -2.40 -4.98 0.82  0.00
C: -1.34 -4.33 1.25  0.00
C: -1.42 -3.09 1.88  0.01
H: -4.79 -2.83 1.78  0.00
H: -4.43 -5.02 0.64  0.00
H: -0.39 -4.81 1.08  0.00
H: -0.52 -2.57 2.20  0.00
S: -2.66 -2.28 -2.13  0.11
C: -2.16 -1.33 -0.98  0.05
N: -1.82 -0.61 -0.10  -0.01
C: 5.66 2.13 -0.26  0.00
C: 5.47 0.76 -0.16  0.00
C: 4.19 0.24 -0.09  0.00
C: 3.10 1.09 -0.14  -0.01
C: 3.28 2.46 -0.22  0.00
C: 4.57 2.98 -0.28  0.00
Sb: 1.12 0.26 -0.20  -0.02
C: 0.44 1.35 -1.93  0.00
C: 0.31 0.75 -3.17  0.00
C: -0.13 1.48 -4.26  0.00
C: -0.42 2.83 -4.12  0.00
C: -0.31 3.43 -2.88  0.00
C: 0.10 2.69 -1.79  0.00
C: 1.57 -1.55 -1.23  0.00
C: 0.88 -2.71 -0.91  0.00
C: 1.08 -3.86 -1.64  0.00
C: 1.99 -3.87 -2.68  0.00
C: 2.68 -2.71 -3.01  0.00
C: 2.47 -1.55 -2.28  0.00
H: 6.66 2.54 -0.33  0.00
H: 6.32 0.10 -0.13  0.00
H: 4.04 -0.83 -0.02  0.00
H: 2.43 3.13 -0.24  0.00
H: 4.71 4.05 -0.35  0.00
H: 0.55 -0.30 -3.29  0.00
H: -0.23 1.01 -5.23  0.00
H: -0.73 3.40 -4.98  0.00
H: -0.54 4.48 -2.76  0.00
H: 0.17 3.17 -0.81  0.00
H: 0.17 -2.70 -0.09  0.00
H: 0.53 -4.76 -1.39  0.00
H: 2.17 -4.77 -3.25  0.00
H: 3.38 -2.71 -3.82  0.00
H: 3.00 -0.64 -2.55  0.00